[1]
Computed, not measured: 2 unconnected molecules or ions with the total composition CH5NP2 in a non-equilibrium geometry, with the ωB97M-V functional and the def2-TZVPD basis.

ORCA input file:
```
! wB97M-V def2-TZVPD RIJCOSX def2/J DEFGRID3
* xyz 0 1
P 2.75 0.22 -0.10
H -0.57 0.68 0.75
P 0.06 1.07 -1.65
N -0.72 1.46 -2.85
H -1.55 1.95 -0.25
H -1.95 0.16 -0.43
H 3.11 1.01 1.01
H 2.00 -0.76 0.67
C -1.20 0.92 -0.10
*
```

Results
HOMO energy (alpha / beta): -0.32459 / -0.32764 Ha
E_tot: -21181.1120 eV
Max |F|: 3.028 eV/A
Relative energy (zero: lowest compared OMol25 entry of this formula, charge and spin): 321.2 kJ/mol
Orbital gap (alpha / beta): 0.2695 / 0.2754 Ha



[2]
Computed, not measured: C2H6N2O2S in the gas phase in a non-equilibrium geometry, with the ωB97M-V functional and the def2-TZVPD basis.

ORCA input file:
```
! wB97M-V def2-TZVPD RIJCOSX def2/J DEFGRID3
* xyz 0 1
C 2.22 -0.87 -0.22
H -2.11 0.63 -1.35
H 2.04 -1.75 0.29
N -1.19 0.72 -0.99
O -2.09 -1.54 0.19
H -0.58 0.73 -1.75
C 1.22 0.11 -0.54
H -1.17 -0.09 2.35
O 2.05 0.18 0.62
H 3.15 -0.93 -0.80
S -0.59 -0.48 0.04
N -0.60 0.20 1.52
H 0.34 0.58 1.70
*
```

Results
HOMO energy (alpha / beta): -0.33375 / -0.33378 Ha
E_tot: -20074.3680 eV
Max |F|: 7.591 eV/A
Relative energy (zero: lowest compared OMol25 entry of this formula, charge and spin): 744.7 kJ/mol
Orbital gap (alpha / beta): 0.2987 / 0.2988 Ha



[3]
Computed, not measured: C4H8N2O2 in the gas phase in a non-equilibrium geometry, with the ωB97M-V functional and the def2-TZVPD basis.

ORCA input file:
```
! wB97M-V def2-TZVPD RIJCOSX def2/J DEFGRID3
* xyz 0 1
H 2.17 -0.77 -1.45
N -1.19 0.98 -1.02
O -1.95 0.01 1.02
C 1.04 -0.24 0.14
H -1.18 -1.54 1.42
C 0.44 0.83 0.93
H 0.31 0.59 1.98
C -0.02 -1.23 -0.02
H 2.48 0.83 -0.82
N 1.98 -0.05 -0.77
H -1.70 1.84 -0.83
H -1.77 0.43 -1.64
O -0.39 -2.02 1.05
H 0.80 1.84 0.75
C -1.00 0.26 0.23
H -0.02 -1.77 -0.97
*
```

Results
HOMO energy: -0.29698 Ha
E_tot: -11350.4038 eV
Max |F|: 1.010 eV/A
Relative energy (zero: lowest compared OMol25 entry of this formula, charge and spin): 357.9 kJ/mol
Orbital gap: 0.3036 Ha



[4]
Computed, not measured: a molecular structure, C25H18CrF3O7 in a non-equilibrium geometry, with the ωB97M-V functional and the def2-TZVPD basis.

ORCA input file:
```
! wB97M-V def2-TZVPD RIJCOSX def2/J DEFGRID3
* xyz -1 5
C 1.50 1.23 2.10
F 0.47 -1.91 0.90
C 1.05 -2.84 1.68
H -5.46 3.71 0.15
C -2.23 -0.76 -3.05
H 4.21 0.48 -0.27
O -5.43 -2.12 -1.93
H 1.84 -0.79 -3.62
C 2.40 -3.11 1.53
C 2.22 -4.76 3.26
H 1.96 1.25 3.88
C -1.87 4.08 1.53
C -4.45 3.78 0.54
O -1.92 -0.24 0.50
H -3.66 2.20 -0.68
H -4.12 -1.63 0.33
C -1.71 -0.41 -1.85
C 0.26 -3.54 2.57
C 4.97 1.00 -2.21
C 0.85 -4.47 3.40
C 4.06 0.42 -1.34
H -5.00 5.31 1.92
C -4.31 -1.67 -1.85
H 4.05 -4.23 2.28
H 3.53 0.14 -5.14
C -2.91 4.86 2.03
O 2.36 1.58 3.07
C -3.54 -1.34 -3.16
H -1.69 -0.49 -3.95
F -1.19 2.33 0.11
C -2.49 -0.68 -0.57
O 0.47 0.58 2.39
Cr 0.01 0.43 0.26
C 3.67 0.24 -4.07
F 2.06 -0.78 -1.01
C 2.94 -0.21 -1.86
C -2.16 3.18 0.53
H 5.83 1.50 -1.79
C -3.44 2.96 0.06
H 2.63 -5.55 3.87
C -4.19 4.73 1.51
H -2.68 5.56 2.83
H 3.00 -2.55 0.82
H -0.84 4.28 1.80
O 1.72 1.60 0.92
H -0.80 -3.29 2.62
C -3.65 -1.38 -0.61
C 2.72 -0.30 -3.21
H 0.28 -5.00 4.15
C 2.99 -4.04 2.36
O -0.54 0.10 -1.68
C 4.79 0.90 -3.57
O -4.07 -1.61 -4.22
H 5.53 1.29 -4.26
*
```

Results
HOMO energy (alpha / beta): -0.15952 / -0.16250 Ha
E_tot: -77127.3253 eV
Max |F|: 1.363 eV/A
Relative energy (zero: lowest compared OMol25 entry of this formula, charge and spin): 0.0 kJ/mol
Expectation value of S²: 6.010
Orbital gap (alpha / beta): 0.2491 / 0.2521 Ha



[5]
Computed, not measured: CH3PSi in the gas phase in a non-equilibrium geometry, with the ωB97M-V functional and the def2-TZVPD basis.

ORCA input file:
```
! wB97M-V def2-TZVPD RIJCOSX def2/J DEFGRID3
* xyz 0 1
H 0.87 1.20 -0.73
P -1.69 0.15 -0.03
Si 0.43 -0.21 -0.65
H -0.34 0.09 2.13
H 1.13 -1.21 -1.76
C -0.40 -0.02 1.04
*
```

Results
HOMO energy: -0.32053 Ha
E_tot: -18248.9470 eV
Max |F|: 2.406 eV/A
Relative energy (zero: lowest compared OMol25 entry of this formula, charge and spin): 69.5 kJ/mol
Orbital gap: 0.3201 Ha



[6]
Computed, not measured: C16H26N2O4 in the gas phase, with the ωB97M-V functional and the def2-TZVPD basis.

ORCA input file:
```
! wB97M-V def2-TZVPD RIJCOSX def2/J DEFGRID3
* xyz 0 1
H 7.51 -1.85 0.26
C -4.49 -2.41 0.29
H -3.47 -2.57 0.68
H -0.17 -1.68 -1.38
H 1.02 3.11 2.09
C 6.72 -1.13 0.41
C 0.94 0.09 -0.94
O 3.01 -2.02 -1.14
H 6.56 -0.99 1.47
N 2.35 1.19 0.42
C -3.32 1.19 -1.41
C 1.23 1.94 0.31
C -5.51 -2.73 1.38
C 5.44 -1.63 -0.25
H -3.82 2.03 0.52
H 3.24 2.37 1.86
C -4.18 -0.08 0.62
H 1.23 -1.43 -2.39
N -1.94 0.86 -1.13
C 2.20 0.05 -0.35
C 1.05 3.24 1.01
H -3.17 -0.30 1.00
C -4.18 1.24 -0.14
H -6.51 -2.50 1.03
H 4.34 1.79 0.60
H -4.85 0.01 1.49
H -0.22 -0.44 -2.65
H -1.72 -0.11 -0.96
H 5.12 -2.59 0.19
H 5.58 -1.78 -1.32
C 0.41 -0.92 -1.90
H -5.32 -2.15 2.28
O 4.42 -0.66 -0.04
H 3.77 0.68 1.85
C -1.02 1.81 -0.85
H -5.21 1.48 -0.44
C 3.49 1.53 1.23
C 0.32 1.28 -0.52
H -4.65 -3.07 -0.56
O -1.28 3.00 -0.88
C 3.21 -0.97 -0.56
H -3.33 2.17 -1.88
H 1.86 3.93 0.76
O -4.60 -1.11 -0.24
H 7.02 -0.18 -0.03
H -5.46 -3.79 1.63
H 0.11 3.68 0.68
H -3.72 0.44 -2.09
*
```

Results
HOMO energy: -0.30569 Ha
E_tot: -28185.0289 eV
Max |F|: 0.691 eV/A
Relative energy (zero: lowest compared OMol25 entry of this formula, charge and spin): 43.8 kJ/mol
Orbital gap: 0.3306 Ha